# 1
ORCA calculation (ωB97M-V/def2-TZVPD) on the ion C2H5N2 with charge +1 at a distorted geometry.

```
! wB97M-V def2-TZVPD RIJCOSX def2/J DEFGRID3
* xyz 1 1
C -2.12474 -0.32872 -0.15985
C 1.18832 0.01878 -0.15982
N -1.05532 0.05038 0.13386
N 0.13500 0.20590 0.77531
H -2.88427 -0.56905 -0.92877
H 1.30587 -1.06618 -0.31975
H 1.06443 0.50061 -1.17017
H 2.13285 0.44590 0.21382
H 0.23785 0.74238 1.61538
*
```

The total energy comes out at -5124.67072 eV. Its LUMO energy is -5.674 eV. As for the structure (SMILES): C#[N+]NC. The calculation puts the HOMO energy at -15.507 eV.

Löwdin atomic charge list, values in e, 8 entries: number 1, C, carries 0.329; number 2, C, carries -0.074; number 3, N, carries 0.087; number 4, N, carries 0.001; number 5, H, carries 0.155; number 6, H, carries 0.104; number 7, H, carries 0.116; number 8, H, carries 0.111

=====

# 2
ORCA calculation (ωB97M-V/def2-TZVPD) on the ion C2H5N2 with charge +1 at a distorted geometry.

```
! wB97M-V def2-TZVPD RIJCOSX def2/J DEFGRID3
* xyz 1 1
C -0.36741 -0.97173 0.05014
C 0.51694 -0.02114 -0.71103
N -0.62501 1.23663 1.16132
N -0.25196 0.42177 0.34123
H -1.21680 -1.63595 -0.41249
H 0.14019 -1.50956 0.87367
H 1.72799 -0.07621 -0.50885
H 0.33395 0.28808 -1.75079
H -0.25787 2.26811 0.95681
*
```

The total energy comes out at -5123.82839 eV. Its LUMO energy is -6.516 eV. As for the structure (SMILES): N=[N+]1CC1. The calculation puts the HOMO energy at -17.292 eV.

Löwdin atomic charge list, values in e, 8 entries: number 1, C, carries 0.000; number 2, C, carries -0.036; number 3, N, carries 0.318; number 4, N, carries -0.179; number 5, H, carries 0.192; number 6, H, carries 0.147; number 7, H, carries 0.214; number 8, H, carries 0.149

=====

# 3
ORCA calculation (ωB97M-V/def2-TZVPD) on a structure of composition C2H5N2 at a distorted geometry.

```
! wB97M-V def2-TZVPD RIJCOSX def2/J DEFGRID3
* xyz 1 1
C -0.98114 0.10791 0.02963
C 0.93797 -0.02500 -0.01326
N -0.07892 1.01913 0.00488
N -0.21332 -0.96632 -0.06299
H -2.71476 -0.13426 -0.21312
H 1.42533 -0.14050 -0.91723
H 1.73134 -0.00030 0.69499
H 0.06188 2.02676 0.11050
H -0.16839 -1.88740 0.36661
*
```

The total energy comes out at -5123.67556 eV. Its LUMO energy is -5.488 eV. The calculation puts the HOMO energy at -16.375 eV.

Löwdin atomic charge list, values in e, 8 entries: number 1, C, carries -0.132; number 2, C, carries -0.065; number 3, N, carries 0.127; number 4, N, carries 0.104; number 5, H, carries 0.340; number 6, H, carries 0.120; number 7, H, carries 0.144; number 8, H, carries 0.191